1.
C18H38O | ωB97M-V/def2-TZVPD

Its SMILES is CCCCCCCCCCCCCCCCCCO. Its HOMO energy is -10.11 eV. The LUMO energy comes out at 0.9687 eV. As for the orbital gap: 11.1 eV.

XYZ file:
```
57
Properties=species:S:1:pos:R:3:forces:R:3
C 7.336 -2.484 -0.945 -0.25 0.00 -0.07
C 5.836 -2.612 -0.709 0.08 -0.07 0.21
C 5.428 -2.348 0.741 0.01 0.12 -0.10
C 5.748 -0.943 1.256 -0.02 -0.02 -0.15
C 5.106 0.199 0.466 -0.11 -0.23 0.27
C 3.580 0.176 0.491 0.30 0.33 -0.24
C 2.986 1.406 -0.191 -0.28 -0.37 0.21
C 1.459 1.400 -0.167 0.25 0.38 -0.17
C 0.880 2.638 -0.847 -0.25 -0.30 -0.03
C -0.648 2.643 -0.910 0.27 0.18 0.21
C -1.304 2.846 0.456 -0.16 0.05 -0.31
C -2.836 2.928 0.387 0.02 -0.12 0.32
C -3.556 1.631 0.762 0.04 0.11 -0.35
C -3.280 0.474 -0.196 -0.09 -0.11 0.36
C -4.083 -0.785 0.139 -0.06 0.26 -0.26
C -5.573 -0.654 -0.172 0.15 -0.35 0.14
C -6.324 -1.954 0.105 -0.35 0.30 -0.08
C -7.815 -1.825 -0.206 0.39 0.16 -0.08
O -8.540 -2.994 0.096 -0.19 -0.45 0.06
H -8.153 -3.731 -0.390 -0.05 0.07 0.04
H -7.951 -1.552 -1.264 0.02 0.07 0.12
H -8.263 -1.041 0.409 0.06 0.03 -0.09
H -6.207 -2.232 1.155 0.00 -0.07 0.02
H -5.899 -2.758 -0.503 0.02 -0.06 0.01
H -5.700 -0.381 -1.222 -0.01 0.10 -0.05
H -6.012 0.141 0.433 -0.05 0.09 -0.03
H -3.954 -1.024 1.197 0.04 -0.09 0.06
H -3.680 -1.620 -0.439 0.00 -0.08 0.06
H -3.511 0.787 -1.217 0.07 0.02 -0.11
H -2.219 0.224 -0.152 0.09 0.04 -0.11
H -4.628 1.836 0.779 -0.05 -0.03 0.09
H -3.261 1.336 1.772 -0.04 -0.02 0.09
H -3.139 3.228 -0.619 -0.05 0.08 -0.05
H -3.181 3.705 1.073 -0.03 0.05 -0.07
H -1.019 2.036 1.129 0.06 -0.03 0.13
H -0.912 3.773 0.881 0.07 -0.02 0.06
H -0.991 1.709 -1.357 -0.07 -0.04 -0.10
H -0.965 3.458 -1.568 -0.10 -0.03 -0.04
H 1.272 2.689 -1.867 0.08 0.06 -0.01
H 1.222 3.532 -0.320 0.06 0.09 -0.02
H 1.122 1.354 0.870 -0.05 -0.09 0.06
H 1.093 0.504 -0.676 -0.07 -0.08 0.02
H 3.331 1.444 -1.228 0.05 0.07 -0.05
H 3.348 2.307 0.309 0.06 0.07 -0.03
H 3.214 -0.720 -0.013 -0.08 -0.09 0.03
H 3.237 0.137 1.529 -0.06 -0.08 0.06
H 5.452 0.174 -0.569 0.05 0.08 -0.09
H 5.448 1.144 0.898 0.02 0.05 -0.08
H 5.412 -0.880 2.295 0.08 0.04 0.05
H 6.830 -0.800 1.258 0.05 0.00 0.10
H 5.942 -3.068 1.383 -0.06 -0.07 0.03
H 4.357 -2.532 0.842 -0.03 -0.07 0.07
H 5.303 -1.930 -1.374 -0.08 -0.02 -0.08
H 5.524 -3.627 -0.969 -0.06 0.05 -0.07
H 7.585 -2.780 -1.962 0.11 0.00 -0.07
H 7.668 -1.459 -0.802 0.12 0.10 0.01
H 7.885 -3.123 -0.258 0.12 -0.05 0.07
```
Positions in Å, forces in eV/Å.

***

2.
C3H10O4 | ωB97M-V/def2-TZVPD

Its SMILES is CC(C)O.OOO. Its HOMO energy is -9.87 eV. The LUMO energy comes out at 0.6715 eV. As for the orbital gap: 10.5 eV.

XYZ file:
```
17
Properties=species:S:1:pos:R:3:forces:R:3
C -0.963 -0.721 0.624 -0.46 -0.16 -0.29
C -0.388 -1.705 -0.391 -0.07 0.21 0.47
C -1.589 0.489 -0.067 0.15 -0.26 0.23
O 0.076 -0.337 1.506 0.02 -0.02 0.36
H -0.076 0.571 1.785 -0.02 -0.04 0.00
H -1.743 -1.234 1.213 0.11 0.07 -0.17
H 0.111 -2.514 0.135 0.04 -0.13 0.00
H -2.056 1.148 0.662 -0.08 0.09 0.05
H -0.825 1.047 -0.600 0.10 0.07 -0.10
H 0.342 -1.202 -1.016 0.10 0.05 -0.14
H -1.181 -2.115 -1.010 -0.08 -0.07 -0.08
H -2.348 0.167 -0.774 -0.14 -0.01 -0.08
O 1.764 0.723 -0.168 -0.26 -0.71 0.19
O 2.802 0.663 -1.091 0.86 0.26 -0.35
O 1.532 2.043 0.217 -0.25 0.85 -0.33
H 2.148 2.222 0.943 0.27 -0.33 0.00
H 2.395 0.755 -1.969 -0.29 0.12 0.25
```
Positions in Å, forces in eV/Å.

***

3.
C28H45BrCaGeN3O5S | ωB97M-V/def2-TZVPD

As for the net charge: +1. Its HOMO energy is -11.06 eV. The LUMO energy comes out at -3.5090 eV. As for the orbital gap: 7.5 eV.

XYZ file:
```
85
Properties=species:S:1:pos:R:3:forces:R:3
Ca -0.013 0.353 -0.746 1.01 -0.65 0.05
C 0.969 4.146 -1.322 -0.22 -0.19 -0.07
C -0.491 3.773 -1.599 -0.03 0.54 -0.26
C -1.416 4.424 -0.562 0.14 -0.33 -0.14
C -0.882 4.296 -2.987 -0.04 -0.21 0.09
O -0.604 2.351 -1.584 -0.32 0.01 -0.10
Ge -2.302 1.484 -1.993 0.04 0.02 0.04
O -2.130 0.764 -0.181 -0.37 0.29 -0.33
C -3.248 0.220 0.519 -0.51 -0.14 0.20
C -4.495 1.082 0.287 0.23 -0.01 -0.10
C -2.923 0.212 2.012 0.08 0.07 -0.19
C -3.532 -1.209 0.048 0.09 0.19 -0.06
O -1.184 -0.027 -2.574 -0.42 0.22 -0.09
C -1.364 -0.716 -3.808 -0.17 -0.22 -0.49
C -0.555 -0.032 -4.913 -0.06 0.01 0.21
C -2.841 -0.741 -4.214 0.12 0.09 0.18
C -0.867 -2.148 -3.618 -0.04 0.16 0.09
H 1.047 5.209 -1.095 0.04 0.00 -0.02
H 1.593 3.930 -2.191 0.02 0.01 0.03
H 1.354 3.577 -0.476 0.03 0.04 0.08
H -1.490 5.495 -0.743 -0.01 0.01 0.03
H -1.048 4.270 0.450 0.01 -0.02 0.11
H -2.414 3.984 -0.635 -0.04 0.11 0.02
H -0.573 5.333 -3.112 -0.05 0.03 -0.01
H -1.964 4.234 -3.126 0.02 0.04 -0.07
H -0.404 3.691 -3.761 0.05 0.05 -0.01
H -4.267 2.133 0.475 -0.03 0.00 0.02
H -5.301 0.776 0.954 -0.02 -0.01 -0.02
H -4.845 0.981 -0.742 -0.07 0.05 0.03
H -2.697 1.225 2.354 -0.03 0.01 0.01
H -2.068 -0.435 2.215 0.03 0.02 0.02
H -3.776 -0.155 2.582 0.02 -0.04 0.02
H -3.612 -1.232 -1.042 -0.03 -0.03 0.02
H -4.471 -1.570 0.469 0.02 -0.04 0.01
H -2.732 -1.884 0.352 0.00 -0.03 -0.01
H -0.842 1.021 -4.981 0.03 0.00 -0.04
H -0.742 -0.505 -5.877 -0.01 0.01 -0.01
H 0.512 -0.099 -4.701 0.02 0.02 -0.02
H -3.177 0.257 -4.499 -0.06 -0.04 -0.01
H -3.456 -1.091 -3.381 -0.01 -0.02 -0.04
H -2.995 -1.410 -5.060 0.00 0.01 -0.02
H 0.185 -2.148 -3.320 -0.01 -0.02 0.02
H -0.960 -2.716 -4.544 0.03 0.00 -0.01
H -1.465 -2.648 -2.853 0.01 -0.03 -0.02
O 5.516 0.574 -4.303 0.17 -0.07 0.01
C 4.416 0.549 -3.549 -0.29 -0.02 0.20
C 3.251 1.258 -3.841 0.06 0.02 -0.06
C 2.179 1.137 -2.985 -0.01 0.02 -0.05
N 2.185 0.382 -1.878 0.34 -0.13 0.03
C 3.319 -0.263 -1.606 -0.05 0.19 -0.18
Br 3.376 -1.257 0.000 0.00 -0.06 0.01
C 4.446 -0.233 -2.394 0.19 0.00 -0.08
H 5.413 1.147 -5.070 -0.06 0.05 -0.05
H 3.186 1.887 -4.719 -0.04 0.00 0.01
H 1.251 1.665 -3.175 0.01 0.00 -0.03
H 5.342 -0.778 -2.139 -0.04 -0.01 0.05
S 0.065 2.340 2.301 0.25 0.04 0.07
C 0.832 1.601 1.232 -0.06 0.47 0.71
C 1.017 -1.998 7.196 0.07 0.00 -0.07
C 2.026 -2.650 6.256 -0.18 0.04 0.20
N 1.820 -2.338 4.839 -0.06 0.05 -0.08
C 2.779 -1.449 4.201 -0.11 0.23 0.02
C 2.548 0.017 4.564 0.08 -0.13 -0.05
C 0.784 -2.960 4.228 0.20 -0.22 0.00
O 0.057 -3.742 4.821 -0.04 0.08 0.00
C 0.543 -2.803 2.742 -0.11 0.01 -0.11
C 0.288 -3.985 2.047 0.09 0.06 0.02
C -0.047 -3.930 0.708 -0.02 -0.05 0.00
C -0.143 -2.690 0.103 0.01 0.04 -0.02
N 0.076 -1.544 0.752 0.00 -0.43 0.31
C 0.410 -1.612 2.046 0.07 -0.10 0.10
H 1.306 -2.207 8.226 -0.04 0.01 0.01
H 0.022 -2.401 7.028 -0.02 0.01 -0.02
H 0.989 -0.915 7.064 0.02 -0.01 0.00
H 1.969 -3.733 6.376 0.07 0.02 -0.02
H 3.033 -2.324 6.514 0.05 -0.03 -0.07
H 2.741 -1.589 3.123 -0.02 -0.02 -0.01
H 3.780 -1.739 4.524 0.02 -0.10 -0.05
H 1.521 0.310 4.345 -0.03 0.03 -0.02
H 3.229 0.661 4.004 -0.01 0.00 0.03
H 2.718 0.182 5.629 0.00 0.02 -0.01
H 0.354 -4.929 2.571 -0.04 0.01 0.02
H -0.250 -4.832 0.148 0.02 0.03 -0.04
H -0.419 -2.603 -0.943 0.01 -0.04 0.01
H 0.560 -0.660 2.537 0.05 0.00 0.09
```
Positions in Å, forces in eV/Å.

***

4.
C14H26BN2PRe | ωB97M-V/def2-TZVPD

As for the expectation value of S²: 3.784. As for the net charge: +2. Its HOMO energy (alpha / beta) is -13.89 / -15.21 eV. The LUMO energy (alpha / beta) comes out at -7.6146 / -9.2340 eV. As for the spin multiplicity: 4. As for the orbital gap (alpha / beta): 6.3 / 6.0 eV.

XYZ file:
```
45
Properties=species:S:1:pos:R:3:forces:R:3
C 2.442 1.773 2.287 0.20 -0.17 0.61
C 2.197 2.158 0.970 0.06 -0.12 -0.71
C 1.255 1.533 0.139 0.18 0.04 0.45
C 0.460 0.538 0.736 0.97 0.26 0.57
C 0.705 0.151 2.106 2.74 0.18 -0.05
C 1.749 0.732 2.865 -0.65 0.26 0.12
C 0.972 2.162 -1.207 -0.05 0.58 0.27
C 1.203 1.419 -2.559 -0.39 0.69 -0.91
N 1.499 0.026 -2.571 -0.15 -0.31 0.38
Re -1.311 0.307 1.572 -1.58 -0.52 -0.57
C -0.004 -1.069 2.657 0.43 -1.90 0.75
P -1.404 -1.895 1.463 1.07 -0.39 1.46
H 2.743 3.016 0.575 -0.12 -0.20 0.11
H 1.888 0.368 3.886 0.33 0.31 -0.29
H 3.183 2.317 2.866 -0.07 -0.13 -0.11
H -0.244 -0.973 3.726 0.07 -0.27 -0.29
H 0.623 -1.974 2.499 -0.15 0.71 0.23
H -0.070 2.519 -1.221 0.27 -0.24 0.00
H 1.601 3.063 -1.273 -0.32 -0.25 0.05
H 0.307 1.561 -3.181 0.39 0.01 0.21
C -2.381 -2.986 2.532 -0.24 0.12 -0.16
C -0.297 -2.896 0.418 -0.40 -0.16 -0.34
H 2.045 1.925 -3.074 -0.21 -0.28 0.18
C 2.736 -0.455 -2.044 0.64 -0.09 0.67
C 0.552 -0.901 -3.119 -0.32 -0.44 -0.73
H -2.698 0.845 2.610 -0.13 0.73 0.51
H 3.452 -0.705 -2.846 -0.32 0.07 -0.01
H 3.194 0.311 -1.405 -0.12 -0.19 -0.21
H 2.572 -1.371 -1.455 -0.01 0.22 -0.25
H 1.060 -1.804 -3.483 -0.07 0.27 0.17
H -0.205 -1.210 -2.373 0.29 0.30 -0.02
H 0.016 -0.419 -3.951 0.12 -0.19 0.30
H 0.022 -3.820 0.924 -0.29 0.21 -0.14
H -0.864 -3.136 -0.488 0.18 -0.24 0.04
H 0.592 -2.325 0.125 -0.34 0.08 0.18
H -1.770 -3.542 3.253 0.01 0.04 -0.30
H -3.101 -2.364 3.077 0.17 -0.17 -0.13
H -2.942 -3.681 1.895 0.10 -0.02 0.15
H -2.757 0.037 2.623 -0.54 -0.63 0.36
B -3.393 1.957 -2.058 -0.37 0.42 -0.25
C -2.760 1.535 -0.769 0.52 -0.78 0.73
N -2.256 1.123 0.218 -2.01 2.15 -2.75
H -3.103 1.125 -2.894 0.05 0.02 0.10
H -2.930 3.060 -2.270 -0.11 -0.06 -0.13
H -4.579 1.967 -1.782 0.17 0.07 -0.23
```
Positions in Å, forces in eV/Å.